C51H50KN8O3PS | the ωB97M-V functional and the def2-TZVPD basis

Summary:
DFT total energy: -3976.6837 Ha
HOMO energy: -0.7 eV

Geometry as ORCA input:
```
! wB97M-V def2-TZVPD RIJCOSX def2/J DEFGRID3
* xyz -2 1
K 0.30 -0.48 0.13
C -1.52 2.80 3.64
C -2.21 3.75 2.91
C -2.33 3.59 1.54
C -1.77 2.46 0.95
N -1.11 1.54 1.65
C -0.99 1.71 2.97
C -1.74 2.26 -0.53
C -0.80 2.96 -1.25
C -0.48 2.60 -2.56
C -1.11 1.53 -3.17
C -2.08 0.84 -2.47
C -2.42 1.19 -1.16
H -1.38 2.90 4.71
H -2.63 4.62 3.39
H -2.85 4.31 0.93
H -0.42 0.94 3.48
H -0.24 3.74 -0.76
H 0.32 3.11 -3.07
H -0.80 1.21 -4.15
H -2.59 -0.03 -2.89
N -7.19 -2.67 3.93
C -5.82 -2.70 3.59
C -5.12 -3.91 3.57
C -3.78 -3.93 3.25
C -3.11 -2.75 2.97
C -3.79 -1.54 2.99
C -5.14 -1.52 3.30
S -1.39 -2.77 2.51
O -0.78 -1.71 3.29
O -0.91 -4.11 2.72
N -1.33 -2.28 1.00
C -1.90 -2.98 0.00
N -1.66 -2.47 -1.23
C -2.17 -3.10 -2.27
C -2.95 -4.24 -2.15
C -3.15 -4.68 -0.85
N -2.65 -4.09 0.21
H -7.67 -3.53 3.67
H -7.67 -1.88 3.53
H -5.65 -4.83 3.79
H -3.22 -4.86 3.19
H -3.27 -0.63 2.75
H -5.68 -0.58 3.31
H -1.94 -2.67 -3.24
H -3.36 -4.75 -3.01
H -3.75 -5.57 -0.66
C 1.47 4.73 1.27
C 2.10 3.68 2.16
C 2.63 4.04 3.41
C 3.20 3.05 4.20
C 3.80 3.42 5.54
C 3.23 1.72 3.79
C 2.66 1.29 2.55
C 2.13 2.37 1.74
N 2.53 0.07 2.06
C 3.13 -1.10 2.68
C 2.53 -1.45 4.06
C 2.82 -2.28 1.75
C 4.67 -0.99 2.76
H 1.86 5.72 1.51
H 0.39 4.75 1.41
H 1.67 4.52 0.22
H 2.61 5.07 3.74
H 3.67 4.48 5.75
H 4.87 3.20 5.56
H 3.34 2.85 6.35
H 3.68 1.00 4.46
H 1.75 2.10 0.76
H 1.45 -1.54 3.96
H 2.75 -0.69 4.81
H 2.93 -2.40 4.42
H 1.74 -2.44 1.70
H 3.28 -3.20 2.11
H 3.20 -2.06 0.75
H 4.99 -0.12 3.33
H 5.07 -0.91 1.75
H 5.09 -1.89 3.23
O -3.90 0.81 0.46
N -3.45 0.41 -0.60
N 1.55 0.17 -2.01
P 2.45 -0.76 -2.80
C 2.45 -0.48 -4.63
C 1.28 -0.79 -5.33
C 1.12 -0.44 -6.66
C 2.12 0.25 -7.32
C 3.29 0.58 -6.64
C 3.45 0.22 -5.31
C 2.16 -2.60 -2.77
C 2.46 -3.46 -3.82
C 2.20 -4.83 -3.73
C 1.64 -5.35 -2.57
C 1.35 -4.51 -1.51
C 1.60 -3.15 -1.61
C 4.25 -0.73 -2.37
C 4.55 0.02 -1.24
C 5.86 0.10 -0.77
C 6.88 -0.57 -1.44
C 6.58 -1.33 -2.56
C 5.28 -1.42 -3.02
H 0.49 -1.32 -4.80
H 0.20 -0.70 -7.18
H 2.00 0.54 -8.36
H 4.07 1.13 -7.16
H 4.36 0.49 -4.79
H 2.88 -3.07 -4.73
H 2.44 -5.48 -4.56
H 1.44 -6.42 -2.50
H 0.90 -4.90 -0.60
H 1.35 -2.52 -0.77
H 3.73 0.52 -0.73
H 6.07 0.68 0.12
H 7.89 -0.52 -1.07
H 7.38 -1.87 -3.07
H 5.05 -2.03 -3.89
*
```

---

C26H23N3O4SSbSc | the ωB97M-V functional and the def2-TZVPD basis

Summary:
DFT total energy: -2869.0410 Ha
HOMO energy: -8.2 eV

Geometry as ORCA input:
```
! wB97M-V def2-TZVPD RIJCOSX def2/J DEFGRID3
* xyz 0 1
Sc -0.46 0.25 -0.56
C -2.74 -2.23 -0.05
C -1.58 -2.72 -0.88
C -1.67 -3.85 -1.69
C -0.60 -4.19 -2.48
C 0.55 -3.41 -2.48
C 0.59 -2.32 -1.64
N -0.46 -1.99 -0.86
Sb 2.46 -1.19 -1.88
C 2.22 0.97 -1.66
C 3.02 1.67 -2.53
C 2.93 3.06 -2.54
C 2.03 3.69 -1.72
C 1.21 2.93 -0.89
C 0.12 3.56 -0.09
N 1.34 1.60 -0.85
C 2.91 -1.41 0.18
C 4.10 -1.97 0.62
C 4.32 -2.08 1.98
C 3.34 -1.63 2.84
C 2.16 -1.07 2.34
C 1.10 -0.59 3.29
N 1.95 -0.96 1.02
H -3.47 -3.02 0.07
H -2.40 -1.89 0.92
H -3.23 -1.39 -0.53
H -2.58 -4.42 -1.69
H -0.67 -5.06 -3.13
H 1.39 -3.65 -3.12
H 3.70 1.15 -3.19
H 3.55 3.64 -3.22
H 1.91 4.76 -1.74
H 0.30 4.62 0.04
H -0.83 3.44 -0.61
H 0.02 3.08 0.88
H 4.84 -2.31 -0.10
H 5.24 -2.51 2.36
H 3.48 -1.70 3.91
H 1.39 -0.77 4.32
H 0.92 0.47 3.15
H 0.15 -1.08 3.09
O -2.01 0.87 -1.55
S -1.40 0.86 -3.00
O -1.07 2.22 -3.36
O -0.14 0.09 -2.65
O -2.24 0.12 -3.88
C -1.29 0.67 1.44
C -1.97 0.97 2.41
C -2.77 1.33 3.55
C -2.20 1.42 4.82
C -2.99 1.78 5.91
C -4.34 2.05 5.74
C -4.91 1.95 4.48
C -4.13 1.60 3.39
H -1.15 1.21 4.95
H -2.54 1.85 6.89
H -4.95 2.33 6.59
H -5.96 2.16 4.34
H -4.56 1.52 2.40
*
```

---

C5H9NO | the ωB97M-V functional and the def2-TZVPD basis

Summary:
DFT total energy: -325.7543 Ha
HOMO energy: -9.3 eV

Geometry as ORCA input:
```
! wB97M-V def2-TZVPD RIJCOSX def2/J DEFGRID3
* xyz 0 1
C 0.53 0.47 1.53
C 0.63 -0.11 0.13
C 0.84 0.74 -0.95
C -1.55 -0.77 -0.16
O -2.18 0.17 -0.70
C 1.08 -1.47 0.01
N 1.41 -2.58 -0.06
H -0.24 1.25 1.55
H 0.26 -0.30 2.26
H 1.48 0.92 1.85
H 1.05 1.79 -0.75
H -0.46 1.15 -1.58
H 1.27 0.35 -1.87
H -1.28 -1.66 -0.73
H -1.56 -0.86 0.93
H -1.28 0.92 -1.47
*
```

---

Kohn-Sham gap across the listed records, respectively: 0.164 0.294 0.348 Ha.